This record from the OMol25 dataset describes an isolated molecule of C4H5NO. The level of theory is the ωB97M-V functional and the def2-TZVPD basis.

Bonds (Å) are listed after each position.
Element x y z (Å)
1 C 0.9012 0.0156 1.5936  C2 1.520, H7 1.096, H8 1.101, H9 1.095
2 C 0.1609 -0.1679 0.2782  C1 1.520, C3 1.349, O6 1.637
3 C -0.3311 -0.9077 -0.7375  C2 1.349, C4 1.552, H10 1.099
4 C -0.9866 0.0817 -1.7378  C3 1.552, N5 1.288, H11 1.111
5 N -0.8985 1.2990 -1.3261  C4 1.288, O6 1.330
6 O -0.2626 1.3519 -0.1593  C2 1.637, N5 1.330
7 H 0.1863 0.3888 2.3363  C1 1.096
8 H 1.4596 -0.8090 2.0632  C1 1.101
9 H 1.6148 0.8254 1.4078  C1 1.095
10 H -0.3741 -1.9754 -0.9949  C3 1.099
11 H -1.4845 -0.0920 -2.7157  C4 1.111

Calculated values
SMILES = Cc1ccno1
Energy = -7763.8493 eV
Charge = 0
Gap between HOMO and LUMO = 0.3902 Eh
2S+1 = 1
LUMO energy = 0.92 eV
ΔE to the lowest compared entry with this formula, charge and spin = 61.7 kcal per mole

Taken from the natural (NBO) analysis, the atomic charges in e are:
1. C -0.68
2. C 0.29
3. C -0.35
4. C -0.05
5. N -0.07
6. O -0.34
7. H 0.24
8. H 0.24
9. H 0.25
10. H 0.25
11. H 0.22